One molecule with the formula C19H15ClN2O5 in a non-equilibrium geometry, computed with ωB97M-V/def2-TZVPD.

Calculated values
Kohn-Sham gap, eV: 6.3
E_LUMO, eV: -0.12

```
42
Properties=species:S:1:pos:R:3:forces:R:3
Cl 4.675397 1.640162 -2.568085 0.82 -1.07 -0.12
O -0.302163 -1.206870 -0.887646 -0.20 1.03 1.74
O 1.020401 3.231609 -1.441824 2.08 -1.26 -1.75
O -1.183908 3.228647 0.737275 -1.01 0.59 1.72
O -3.565664 2.072827 1.297759 1.50 -1.07 1.00
O -0.994302 -2.349481 3.789976 -0.37 1.28 -1.30
N 1.902581 2.382215 -2.291662 0.16 -0.92 -0.93
N -1.054648 0.836782 0.163532 -0.53 0.28 1.58
C -3.255439 0.493026 3.086059 -0.50 -0.20 1.01
C -0.957305 -0.538339 2.083214 -1.08 -1.89 1.78
C 0.270899 -2.834982 3.295339 1.44 2.49 2.49
C -1.556793 -1.175660 3.203374 1.37 0.29 0.37
C -0.752013 2.239799 0.032690 4.52 -2.04 -5.63
C 2.623158 -0.091655 -2.795728 0.93 2.22 1.55
C 4.021597 0.013182 -2.882284 0.56 1.11 -0.79
C 4.850620 -1.019822 -3.334088 0.75 2.13 1.59
C -2.864710 1.005038 1.860100 0.82 -0.58 1.13
C 2.901599 -2.337268 -3.597817 -2.50 0.78 0.77
C 1.736364 0.949275 -2.177117 -0.92 3.44 0.76
C -4.813396 1.759994 0.778120 -1.44 -0.14 -1.72
C 4.233504 -2.204531 -3.606052 1.48 -1.86 -0.44
C -0.193610 -0.000725 -0.615470 -0.58 -0.89 -2.52
C 0.185619 2.265747 -0.970364 -0.72 -1.25 1.06
C 0.611978 0.917007 -1.417436 -1.19 0.25 2.01
C -1.637310 0.479483 1.420190 0.34 -0.67 -1.92
C 2.087239 -1.273875 -3.101855 -2.79 -3.00 -1.29
C -2.656796 -0.517298 3.821904 1.46 -1.36 -2.13
H -5.606759 2.414718 1.141434 0.25 0.06 0.33
H 4.745177 -3.163676 -3.770012 0.45 0.86 -0.30
H -3.068144 -0.932409 4.710781 -0.37 0.02 0.57
H 2.763731 2.764806 -2.644728 -0.35 0.75 0.55
H -0.058627 -1.040117 1.719670 -0.35 0.75 -0.40
H 0.953487 -1.329768 -2.959316 1.78 -0.45 -0.36
H 0.462849 -3.036283 2.295340 -0.98 -0.82 -2.15
H -4.732635 1.923624 -0.290822 -0.24 0.17 -0.40
H -4.131272 0.871223 3.547556 -0.84 0.68 0.16
H 2.563754 -3.303452 -3.931796 -0.83 0.03 0.28
H 1.109158 -2.105741 3.478992 -0.93 0.23 0.08
H 0.641896 -3.606699 3.935139 -0.68 -1.01 0.28
H -5.160740 0.724124 0.846446 0.47 0.00 0.63
H -1.763734 2.738383 1.325813 -0.87 1.18 0.96
H 5.948961 -0.883022 -3.286599 -0.90 -0.12 -0.25
```
Positions in Å, forces in eV/Å.